(1)
{"formula": "C30H31BCl2O2S", "method": "ωB97M-V with the def2-TZVPD basis set", "species": ["Cl", "C", "C", "C", "C", "C", "C", "C", "C", "C", "Cl", "C", "C", "C", "C", "H", "H", "H", "H", "H", "H", "H", "H", "H", "C", "C", "C", "C", "C", "B", "C", "C", "C", "C", "C", "C", "O", "C", "C", "C", "C", "C", "C", "O", "S", "H", "H", "H", "H", "H", "H", "H", "H", "H", "H", "H", "H", "H", "H", "H", "H", "H", "H", "H", "H", "H", "H"], "coordinates": [[-1.34280, -3.68042, 3.12977], [-1.27479, -2.06036, 2.46819], [-0.72719, -1.01244, 3.25405], [-0.86338, 0.31195, 2.79197], [-1.59367, 0.67007, 1.64265], [-2.20834, 2.08016, 1.47810], [-1.78125, 2.79331, 0.20524], [-1.67706, 4.18976, 0.31990], [-1.93240, 5.00694, -0.78245], [-2.22694, 4.34101, -1.99384], [-3.09394, 5.22719, -3.21921], [-1.87793, 2.99017, -2.21295], [-1.60003, 2.21444, -1.07816], [-1.81379, -0.40827, 0.70739], [-1.71887, -1.74271, 1.15471], [-0.23171, -1.21337, 4.19447], [-0.35368, 1.11145, 3.33210], [-2.10376, 2.85787, 2.30957], [-1.31630, 4.64632, 1.26346], [-1.99407, 6.09376, -0.74370], [-1.87751, 2.61594, -3.23155], [-1.23650, 1.20140, -1.26914], [-2.14738, -0.28314, -0.34476], [-2.07387, -2.56042, 0.51995], [-4.59803, 5.29101, 3.55365], [-4.47133, 3.92869, 3.00926], [-4.36963, 2.71973, 3.70922], [-4.33834, 1.58729, 2.88563], [-3.91200, 1.88951, 1.50401], [0.29021, 3.47367, 3.72601], [-4.60742, 1.09202, 0.40280], [-4.91289, -0.26250, 0.60692], [-5.09959, -1.05889, -0.52766], [-5.08310, -0.49382, -1.80714], [-4.91384, 0.87926, -1.96865], [-4.72986, 1.68160, -0.83477], [0.54861, 4.67441, 3.24712], [0.41551, 5.54018, 4.39928], [1.35982, 6.73658, 4.39461], [-0.96687, 6.18043, 4.25519], [0.58636, 4.50513, 5.63232], [1.99336, 4.48352, 6.21615], [-0.44026, 4.65275, 6.75545], [0.35159, 3.15833, 5.01580], [-4.49666, 3.64101, 1.33153], [-4.19742, 5.33445, 4.56843], [-4.08442, 6.01847, 2.92784], [-5.65945, 5.55722, 3.65296], [-4.29947, 2.69371, 4.80495], [-4.35741, 0.58001, 3.34588], [-4.88695, -0.74557, 1.60543], [-5.24302, -2.09625, -0.47024], [-5.14734, -1.11529, -2.70440], [-4.96316, 1.33902, -2.95814], [-4.57042, 2.74356, -0.99126], [1.08995, 7.36846, 5.25687], [2.43730, 6.55793, 4.50198], [1.19804, 7.35399, 3.50778], [-1.12782, 6.89453, 5.07382], [-0.99271, 6.73621, 3.31905], [-1.80161, 5.46785, 4.16872], [2.21244, 5.36009, 6.81847], [2.10890, 3.60808, 6.85664], [2.74235, 4.46128, 5.44198], [-0.32928, 5.53035, 7.44094], [-1.43406, 4.75576, 6.33813], [-0.37663, 3.73986, 7.39377]], "mulliken_charge": [-0.232, 0.039, -0.791, -0.100, 0.148, 1.350, -0.232, 0.172, -0.671, -0.011, -0.245, -0.819, -0.320, -0.255, -0.903, 0.485, 0.170, 0.019, 0.055, 0.468, 0.470, 0.637, 0.114, 0.377, -1.530, 0.848, -0.867, -0.761, 1.333, 0.454, 0.716, -0.532, -0.849, -0.574, -0.894, -0.200, -0.379, 1.526, -1.847, -1.781, 1.623, -1.956, -1.586, -0.432, -0.398, 0.385, 0.377, 0.367, 0.364, 0.268, 0.238, 0.489, 0.367, 0.442, 0.433, 0.394, 0.331, 0.475, 0.478, 0.592, -0.036, 0.385, 0.456, 0.390, 0.314, 0.238, 0.414], "homo_lumo_gap_ha": 0.114, "e_above_lowest_kcal_mol": 152.7, "e_tot_ha": -2655.49701, "e_lumo_ev": -1.965, "largest_force_ev_per_a": 3.45, "e_homo_ev": -5.1}

(2)
{"formula": "C30H31F3N2O3", "method": "ωB97M-V with the def2-TZVPD basis set", "species": ["C", "O", "C", "C", "C", "C", "C", "C", "C", "N", "C", "C", "C", "C", "C", "C", "C", "C", "C", "O", "N", "C", "C", "C", "C", "O", "C", "C", "C", "C", "C", "F", "F", "F", "C", "C", "C", "C", "H", "H", "H", "H", "H", "H", "H", "H", "H", "H", "H", "H", "H", "H", "H", "H", "H", "H", "H", "H", "H", "H", "H", "H", "H", "H", "H", "H", "H", "H", "H"], "coordinates": [[4.84837, 2.05930, 6.67062], [4.66815, 2.92357, 5.55314], [3.94489, 2.54082, 4.48909], [3.64085, 3.50447, 3.49213], [2.85742, 3.17388, 2.39350], [2.33824, 1.87817, 2.24258], [1.81129, 1.44192, 0.83245], [1.07041, 0.15054, 0.94559], [0.37906, -0.35413, -0.09311], [-0.09666, -1.63501, -0.13506], [-0.84713, -2.10049, -1.26425], [-2.09096, -1.20209, -1.45356], [-2.87295, -1.63906, -2.66133], [-4.20764, -2.01914, -2.50978], [-4.88329, -2.59268, -3.58599], [-4.24237, -2.71969, -4.82892], [-2.93323, -2.24007, -5.00045], [-2.25436, -1.67333, -3.91742], [-1.16928, -3.53801, -0.92803], [-1.70952, -4.35542, -1.66673], [-0.65883, -3.75776, 0.32576], [-0.83705, -5.04504, 0.94530], [0.01037, -2.63351, 0.97220], [1.45884, -2.99426, 1.31655], [-0.74937, -2.25570, 2.24514], [0.67849, 2.40276, 0.51493], [0.17907, 2.84665, -0.67646], [0.94022, 3.11691, -1.83396], [0.40566, 3.65767, -3.01978], [-0.95986, 3.88497, -3.12166], [-1.60367, 4.22864, -4.47934], [-2.89513, 3.76334, -4.58767], [-0.93349, 3.70038, -5.56018], [-1.71983, 5.57510, -4.74277], [-1.75786, 3.73048, -1.99353], [-1.21025, 3.19813, -0.81892], [2.51961, 0.98749, 3.33435], [3.33773, 1.28399, 4.40436], [5.42144, 2.57928, 7.42761], [3.89217, 1.79066, 7.08775], [5.38589, 1.16176, 6.40506], [4.11589, 4.48165, 3.58620], [2.64013, 3.94121, 1.63958], [2.63377, 1.34411, 0.00507], [1.08995, -0.29505, 1.93405], [0.17098, 0.23641, -0.97958], [-0.21753, -2.02902, -2.15366], [-2.72864, -1.21564, -0.53736], [-1.76063, -0.14944, -1.58867], [-4.68531, -1.92184, -1.53314], [-5.90139, -2.96635, -3.45716], [-4.76619, -3.19464, -5.66888], [-2.43742, -2.33477, -5.97171], [-1.23017, -1.30964, -4.03597], [-1.46487, -5.70805, 0.33008], [0.12788, -5.54230, 1.11243], [-1.31014, -4.94741, 1.93012], [1.92687, -3.47808, 0.45137], [2.01456, -2.08464, 1.54520], [1.50528, -3.66764, 2.18546], [-1.82148, -2.15751, 2.04661], [-0.62435, -3.03103, 3.01001], [-0.40106, -1.32247, 2.68281], [1.98625, 2.85236, -1.81137], [1.05539, 3.92039, -3.86069], [-2.78961, 4.08912, -2.09003], [-1.90949, 3.11055, 0.00122], [2.06983, -0.00544, 3.34100], [3.55606, 0.55965, 5.16781]], "mulliken_charge": [-0.851, -0.457, 0.850, -0.872, -0.512, 0.007, 0.979, -0.243, -0.374, 0.322, -0.012, -0.213, 0.476, -0.385, -0.571, -0.414, -0.713, -0.282, 0.083, -0.727, 0.344, -0.997, 0.323, -1.595, -1.641, -0.364, 0.082, 0.251, -0.949, 0.317, 0.683, -0.265, -0.267, -0.254, -0.671, -0.416, -0.608, -0.484, 0.241, 0.367, 0.336, 0.385, 0.390, 0.322, -0.594, 0.744, 0.385, 0.235, 0.290, 0.325, 0.362, 0.348, 0.362, 0.355, 0.355, 0.299, 0.326, 0.414, 0.330, 0.435, 0.356, 0.499, 0.326, 0.353, 0.366, 0.357, 0.426, 0.293, 0.429], "homo_lumo_gap_ha": 0.304, "smiles": "COc1ccc([C@@H](/C=C/N2[C@H](Cc3ccccc3)C(=O)N(C)C2(C)C)Oc2ccc(C(F)(F)F)cc2)cc1", "e_above_lowest_kcal_mol": 78.4, "e_tot_ha": -1796.55912, "e_lumo_ev": 0.465, "largest_force_ev_per_a": 2.29, "e_homo_ev": -7.8}

(3)
{"formula": "C30H32CrN9S", "method": "ωB97M-V with the def2-TZVPD basis set", "species": ["Cr", "C", "C", "C", "C", "C", "C", "C", "C", "C", "C", "H", "H", "H", "H", "H", "H", "H", "H", "H", "H", "H", "H", "H", "H", "H", "N", "C", "N", "C", "N", "N", "C", "N", "C", "C", "C", "C", "C", "N", "H", "H", "H", "H", "H", "H", "H", "H", "N", "C", "C", "C", "C", "C", "C", "S", "N", "C", "C", "C", "C", "C", "C", "N", "H", "H", "H", "H", "H", "H", "H", "H", "H"], "coordinates": [[-0.45327, 0.16707, 0.13537], [-0.30761, -1.74307, -1.25656], [-1.27840, -2.02752, -0.27565], [-2.39675, -1.10268, -0.44649], [-2.09754, -0.27176, -1.49523], [-0.77617, -0.66420, -2.01987], [-0.19004, -0.24897, -3.33745], [-3.12055, 0.63551, -2.11774], [-3.78431, -1.23060, 0.12704], [-1.28542, -3.24222, 0.58276], [0.88813, -2.59846, -1.57045], [0.18506, -1.13013, -3.85875], [0.64106, 0.45696, -3.24769], [-0.94362, 0.22298, -3.96774], [-3.50982, 1.37038, -1.40676], [-3.97115, 0.02976, -2.45250], [-2.73784, 1.17499, -2.97664], [-3.86884, -2.06718, 0.82538], [-4.48634, -1.44424, -0.68185], [-4.14281, -0.31700, 0.61312], [-1.33423, -3.01330, 1.64501], [-0.40227, -3.85289, 0.41091], [-2.16212, -3.84583, 0.33369], [1.64120, -2.05844, -2.12992], [0.58115, -3.45192, -2.18007], [1.36157, -2.99092, -0.67220], [-2.44735, -1.22324, 3.11307], [-1.20719, -0.76135, 3.25453], [-0.85369, -0.51337, 4.54746], [0.26564, 0.12713, 4.76008], [0.73388, 0.24649, 6.00357], [0.96803, 0.71417, 3.74102], [0.73390, 0.16772, 2.40820], [-0.42984, -0.62926, 2.17600], [3.06991, -0.24386, 1.16403], [4.45176, -0.26264, 1.29744], [5.23793, -0.08355, 0.17317], [4.61370, 0.13336, -1.04611], [3.23369, 0.12880, -1.08697], [2.46242, -0.07254, -0.00738], [-3.00240, -1.34319, 3.94304], [-2.84951, -1.37460, 2.21002], [0.17270, -0.12738, 6.75294], [1.48965, 0.86506, 6.23015], [4.90628, -0.41914, 2.27417], [6.32011, -0.10462, 0.24731], [5.18426, 0.30090, -1.95024], [2.71528, 0.29421, -2.02762], [0.93161, 4.23488, -0.22478], [-0.02167, 5.06956, -0.90563], [-0.18651, 6.39544, -0.55726], [-1.15139, 7.15129, -1.21201], [-1.96372, 6.57218, -2.17521], [-1.81160, 5.22624, -2.49445], [-0.81611, 4.49127, -1.86912], [-0.46715, 2.81993, -2.30116], [-0.02741, 2.17222, -0.76270], [0.67360, 2.93207, 0.00368], [1.16790, 2.26179, 1.25736], [2.30164, 2.72449, 2.06537], [2.89609, 2.03441, 3.04412], [2.43451, 0.67805, 3.54259], [2.19806, -0.36012, 2.38773], [0.52592, 1.19705, 1.40983], [1.50702, 4.70908, 0.45025], [0.43980, 6.84459, 0.21162], [-1.27143, 8.19849, -0.95778], [-2.71925, 7.16461, -2.67996], [-2.43668, 4.76172, -3.25231], [2.73923, 3.67874, 1.79448], [3.77039, 2.47472, 3.51814], [3.00142, 0.32421, 4.39904], [2.20548, -1.37064, 2.79608]], "mulliken_charge": [0.022, 0.185, 0.936, 0.969, 0.955, 1.217, -1.686, -1.955, -2.394, -1.541, -2.163, 0.492, 0.201, 0.352, 0.343, 0.416, 0.452, 0.767, 0.433, 0.373, 0.209, 0.461, 0.368, 0.508, 0.347, 0.523, -0.219, -0.049, -0.743, 0.404, -0.332, -0.008, -0.023, 0.417, -0.060, -1.055, -0.711, -0.968, -0.152, 0.454, 0.258, -0.075, 0.295, 0.234, 0.537, 0.438, 0.501, 0.224, -0.087, 0.105, -0.808, -0.639, -0.732, -0.615, 0.862, -0.156, 0.445, 0.289, 1.239, -0.731, -1.228, -0.049, -0.168, -0.248, 0.202, 0.366, 0.404, 0.407, 0.430, 0.317, 0.473, 0.903, 0.860], "homo_lumo_gap_ha": [0.231, 0.233], "s2": 4.21, "e_above_lowest_kcal_mol": 101.9, "e_tot_ha": -3097.39288, "spin_multiplicity": 4, "e_lumo_ev": [-6.699, -6.920], "largest_force_ev_per_a": 1.52, "charge": 2, "e_homo_ev": [-13.0, -13.2]}